The following is a DFT calculation (wB97M-V/def2-TZVPD) of a 2-piece molecular cluster, C17H26F5NO4SSi overall.

Element x y z (Å)
C  -1.880  6.544  1.056
C  -2.849  5.578  0.100
O  -2.377  4.200  0.314
C  -2.412  3.401  -0.922
S  -0.830  2.333  -0.933
C  -0.392  2.183  -2.747
C  1.224  2.335  -3.021
C  1.965  3.458  -2.053
F  2.390  2.916  -0.731
F  3.243  3.842  -2.760
F  1.181  4.729  -1.941
C  -1.280  0.688  -0.151
F  -2.729  0.339  -0.396
F  -1.199  0.910  1.342
C  -0.338  -0.580  -0.648
C  1.123  -0.407  0.070
Si  1.679  -1.870  1.184
C  2.841  -3.002  0.077
C  2.824  -1.138  2.559
C  0.277  -3.016  1.822
C  -1.300  -2.635  2.038
C  -2.444  -3.720  2.595
C  -1.946  -5.254  2.967
C  -0.343  -5.692  2.791
C  0.721  -4.570  2.239
H  -1.386  5.944  1.939
H  -1.023  6.977  0.361
H  -2.485  7.446  1.493
H  -3.955  5.724  0.458
H  -2.737  5.974  -0.995
H  -3.395  2.761  -0.930
H  -2.381  4.025  -1.912
H  -0.767  1.161  -3.211
H  -0.937  3.033  -3.378
H  1.330  2.745  -4.135
H  1.804  1.296  -2.926
H  -0.180  -0.439  -1.823
H  -0.841  -1.629  -0.521
H  1.253  0.608  0.676
H  1.922  -0.334  -0.813
H  2.089  -3.750  -0.471
H  3.473  -3.672  0.815
H  3.487  -2.374  -0.670
H  3.910  -1.046  2.073
H  2.941  -1.808  3.511
H  2.538  -0.017  2.857
H  -1.687  -1.566  1.759
H  -3.569  -3.366  2.688
H  -2.769  -6.027  3.330
H  -0.005  -6.801  3.051
H  1.865  -4.896  2.138
N  1.089  -5.386  -2.553
O  0.953  -5.472  -1.321
O  1.700  -4.423  -3.045
O  0.615  -6.264  -3.293

Results
LUMO ... -1.97 eV
DFT total energy ... -2205.34710 Eh
Gap between HOMO and LUMO ... 0.1588 Eh
Total charge ... 0

***

The following is a DFT calculation (wB97M-V/def2-TZVPD) of a 2-piece molecular cluster, C3H9OS overall.

Element x y z (Å)
C  -0.669  -1.445  -2.022
O  0.665  -1.923  -1.679
H  -0.437  -0.882  -2.941
H  -1.127  -0.958  -1.201
H  -1.210  -2.368  -2.263
C  0.056  0.247  2.262
S  0.171  0.505  0.365
C  0.234  2.234  0.289
H  0.637  -0.707  2.466
H  0.659  1.048  2.804
H  -0.934  0.202  2.640
H  0.382  2.511  -0.737
H  0.938  -1.302  -1.106
H  0.637  2.839  1.124

Results
ΔE to the lowest compared entry with this formula, charge and spin ... 415.5 kJ/mol
LUMO ... 3.97 eV
DFT total energy ... -593.01461 Eh
Gap between HOMO and LUMO ... 0.1606 Eh
Total charge ... -1